(1)
This record from the Open Molecules 2025 dataset describes C18H20N7O4S2Ti as an isolated structure. The level of theory is ωB97M-V/def2-TZVPD.

Geometry as XYZ:
```
52
Properties=species:S:1:pos:R:3:forces:R:3:nbo_charge:R:1
Ti 0.3484 0.9638 -0.0660 -0.30 0.35 -0.14 1.348
C 0.1427 -0.2381 4.2754 -0.03 -0.02 -0.01 -0.709
C 0.0488 -0.1194 2.7917 0.01 -0.12 0.20 0.321
N 0.8180 0.6327 2.0949 0.20 0.09 -0.21 -0.317
N 1.8081 1.3344 2.7212 0.00 0.08 -0.09 -0.418
C 2.6333 2.1163 1.9815 -0.05 -0.04 -0.11 0.341
N 3.6434 2.6888 2.6133 0.01 0.00 0.04 -0.720
S 2.3845 2.3790 0.3275 -0.08 -0.04 0.05 -0.088
C -0.8981 -0.9251 1.9913 -0.08 -0.25 -0.04 0.218
C -1.6621 -1.9413 2.5273 -0.02 0.02 0.13 -0.204
C -2.4510 -2.7169 1.6834 -0.03 -0.02 -0.06 -0.108
C -2.4488 -2.4526 0.3284 -0.01 -0.03 0.06 -0.210
C -1.6561 -1.4151 -0.1388 0.00 0.08 -0.07 0.079
N -0.9005 -0.6717 0.6675 0.06 0.18 -0.08 -0.538
H 0.2951 0.7405 4.7333 -0.01 0.01 -0.01 0.251
H 0.9779 -0.8903 4.5504 -0.01 0.00 0.00 0.274
H -0.7621 -0.6526 4.7073 0.00 -0.02 -0.01 0.264
H 2.0427 1.0967 3.6734 0.02 -0.04 0.05 0.415
H 3.8232 2.5629 3.5975 0.01 0.01 0.00 0.421
H 4.2676 3.2884 2.0970 0.01 0.01 -0.01 0.446
H -1.6451 -2.1521 3.5861 0.01 0.01 -0.01 0.246
H -3.0503 -3.5218 2.0875 0.01 0.01 0.01 0.257
H -3.0383 -3.0375 -0.3628 0.01 0.01 -0.01 0.259
H -1.6186 -1.1685 -1.1925 -0.01 0.00 -0.01 0.230
O 0.2946 0.4506 -4.1104 -0.05 0.08 0.08 -0.507
C 0.7122 0.2102 -3.0187 0.02 -0.20 -0.15 0.789
O 0.2226 0.8232 -1.9116 0.24 0.05 0.38 -0.841
C 1.7403 -0.8334 -2.7202 -0.02 -0.01 0.07 -0.191
C 2.2195 -1.6709 -3.7253 -0.02 0.02 -0.01 -0.104
C 3.1113 -2.6883 -3.4172 0.03 -0.03 -0.01 -0.183
C 3.5278 -2.9035 -2.1077 0.02 -0.03 -0.02 -0.144
C 3.0406 -2.0609 -1.1278 0.00 0.02 -0.04 0.004
C 2.1778 -1.0319 -1.4270 0.03 -0.04 0.10 -0.084
N 3.4186 -2.2362 0.2860 0.05 -0.07 -0.01 0.540
O 4.2230 -3.0875 0.5543 -0.01 0.02 0.00 -0.297
O 2.8718 -1.5034 1.1060 -0.03 0.04 0.02 -0.436
H 1.8809 -1.5158 -4.7411 0.00 0.00 0.00 0.259
H 3.4813 -3.3319 -4.2031 0.00 0.00 0.01 0.251
H 4.2101 -3.7010 -1.8500 0.00 0.00 -0.01 0.269
H 1.9458 -0.3897 -0.5904 0.05 0.02 0.03 0.152
S -1.1852 2.8256 0.3584 0.06 -0.21 -0.08 -0.142
C -2.5192 2.5252 -0.6897 -0.14 0.01 -0.14 0.365
N -2.4714 1.9187 -1.8737 -0.06 0.03 0.04 -0.569
C -3.7301 2.0908 -2.6170 -0.02 0.01 0.03 -0.228
C -4.6779 2.6592 -1.5404 0.05 -0.01 0.02 -0.230
N -3.7470 2.9515 -0.4428 0.00 0.09 0.01 -0.542
H -1.5855 1.7378 -2.3261 0.02 -0.05 -0.02 0.455
H -4.0795 1.1418 -3.0144 0.01 -0.01 -0.01 0.227
H -3.5820 2.7841 -3.4433 0.01 0.01 0.00 0.229
H -5.4224 1.9331 -1.2183 0.00 -0.01 0.01 0.220
H -5.1860 3.5631 -1.8657 0.00 0.01 0.00 0.237
H -3.9946 3.4392 0.4014 0.00 -0.01 0.03 0.441
```
Forces are in eV/Å.

Summary:
energy relative to the best compared isomer or geometry (same formula, charge and spin) = 0.0 kcal per mole
spin multiplicity = 2
charge = +2
⟨S²⟩ = 0.754



(2)
This record from the Open Molecules 2025 dataset describes C18H20N8O4SV as an isolated structure. The level of theory is ωB97M-V/def2-TZVPD.

Geometry as XYZ:
```
52
Properties=species:S:1:pos:R:3:forces:R:3:nbo_charge:R:1
V -0.2988 0.8256 -2.3924 0.36 0.38 0.13 1.282
O 1.3420 -4.5824 2.8005 0.24 0.44 -0.44 -1.053
S 0.6553 -4.8658 4.0560 -0.31 -0.23 0.36 2.401
O 0.2806 -6.2492 4.2269 0.04 0.18 -0.02 -0.970
O 1.2379 -4.1994 5.2005 0.02 0.01 -0.06 -0.985
C -0.9354 -3.9818 3.8783 -0.13 -0.05 0.21 0.154
N -1.7549 -3.9300 4.9353 0.07 0.05 -0.14 -0.396
C -2.8146 -3.1417 4.8258 0.09 -0.10 -0.02 0.091
C -3.0635 -2.3580 3.7012 -0.14 -0.08 0.05 -0.305
C -2.1826 -2.5329 2.6557 -0.14 0.27 0.15 0.184
N -1.1510 -3.3632 2.7284 0.41 -0.13 0.11 -0.467
C -2.1081 -1.7236 1.4210 -0.37 0.29 0.01 0.029
C -1.6157 -2.3358 0.2804 0.23 -0.36 -0.01 -0.209
C -1.1403 -1.5604 -0.7402 -0.30 0.12 -0.56 0.010
N -1.1659 -0.2199 -0.7122 -0.28 0.14 -0.03 -0.508
C -1.7281 0.3670 0.3467 -0.33 -0.10 -0.07 0.059
C -2.2743 -0.3434 1.4050 0.48 -0.03 0.09 -0.223
H -3.4882 -3.1135 5.6768 0.04 -0.01 -0.01 0.200
H -3.9061 -1.6806 3.6577 0.03 -0.01 -0.02 0.223
H -1.4961 -3.4103 0.2573 0.03 0.03 -0.01 0.264
H -0.6969 -2.0174 -1.6183 -0.01 0.02 -0.02 0.215
H -1.7143 1.4495 0.3584 -0.07 -0.03 0.00 0.193
H -2.6689 0.1867 2.2613 0.02 -0.02 0.01 0.235
N -0.7833 2.9642 -1.8356 -0.08 -0.13 -0.24 -0.843
C 0.3300 3.8484 -2.1032 0.00 -0.09 0.13 0.128
C 0.8525 4.6305 -1.0859 0.02 -0.03 0.00 -0.250
C 1.9511 5.4392 -1.3371 0.00 -0.01 -0.02 -0.181
C 2.5217 5.4685 -2.6009 -0.01 0.00 0.01 -0.220
C 1.9899 4.6815 -3.6127 0.01 0.00 -0.01 -0.194
C 0.8966 3.8645 -3.3691 -0.03 0.01 -0.04 -0.212
H -1.2399 3.2318 -0.9706 0.11 -0.07 0.04 0.387
H -1.4817 3.0676 -2.5683 -0.01 0.09 -0.03 0.398
H 0.4090 4.6044 -0.0970 0.00 0.00 0.00 0.211
H 2.3595 6.0472 -0.5409 0.00 0.00 0.00 0.221
H 3.3777 6.1000 -2.7960 0.00 0.00 0.00 0.221
H 2.4317 4.6962 -4.6003 0.00 0.00 0.00 0.221
H 0.4862 3.2340 -4.1506 0.02 0.01 0.02 0.227
C -1.1879 1.0305 -5.5061 0.02 0.05 0.09 -0.221
O -0.7507 0.9132 -4.1861 -0.02 -0.17 0.05 -0.916
H -0.3679 1.3382 -6.1635 0.01 0.00 0.01 0.163
H -1.9894 1.7722 -5.6026 -0.01 0.01 0.01 0.153
H -1.5723 0.0771 -5.8807 0.00 0.00 0.01 0.167
N 3.5975 -1.9316 2.0270 -0.05 0.01 -0.22 -0.760
C 2.7005 -1.4934 1.1389 -0.38 -0.24 0.31 0.665
N 1.5107 -2.1027 1.0883 0.24 0.31 -0.03 -0.795
N 3.0405 -0.4533 0.3730 0.10 0.10 -0.17 -0.651
C 2.1836 0.0408 -0.4573 0.09 0.00 0.18 0.590
N 1.4530 0.5540 -1.2065 -0.07 -0.09 -0.14 -0.655
H 3.4149 -2.7491 2.5864 -0.13 -0.12 0.06 0.438
H 4.5170 -1.5301 2.0121 -0.01 0.03 0.00 0.415
H 1.2470 -2.8420 1.7338 0.07 -0.46 0.23 0.471
H 0.7904 -1.7217 0.5015 0.12 0.01 0.02 0.396
```
Forces are in eV/Å.

Summary:
energy relative to the best compared isomer or geometry (same formula, charge and spin) = 0.0 kcal per mole
spin multiplicity = 4
charge = 0
⟨S²⟩ = 3.758



(3)
This record from the Open Molecules 2025 dataset describes C18H21BeO5PS2 as an isolated structure in a non-equilibrium geometry. The level of theory is ωB97M-V/def2-TZVPD.

Geometry as XYZ:
```
48
Properties=species:S:1:pos:R:3:forces:R:3:nbo_charge:R:1
Be 0.4279 0.5716 0.2650 -0.02 -0.67 -0.75 1.558
O -0.4121 -0.7644 -0.3420 -1.50 1.35 1.55 -0.898
C 0.4740 -1.7189 -1.0105 1.13 -0.34 -2.00 0.067
C 1.8276 -0.9021 -1.1066 0.49 -0.51 -1.53 0.786
O 2.7439 -1.3431 -1.8117 -1.37 1.20 1.88 -0.628
O 1.7773 0.2448 -0.4563 0.63 -0.36 0.17 -0.974
C 0.7813 -2.8543 -0.0803 -0.14 -0.29 0.61 -0.046
C 0.6518 -2.7415 1.3182 0.16 -0.36 -0.16 -0.223
C 0.9613 -3.8169 2.1791 -0.47 1.45 -0.08 -0.211
C 1.4350 -4.9831 1.6362 -0.34 -0.26 -0.22 -0.244
C 1.5938 -5.0827 0.2589 0.37 -0.39 -0.43 -0.237
C 1.3079 -4.0242 -0.6200 0.64 -1.03 1.23 -0.117
C -0.0368 -2.0792 -2.3784 0.74 0.88 3.17 -0.174
C 0.0716 -1.1175 -3.4153 0.19 -0.08 -0.48 -0.305
C -0.3723 -1.4918 -4.6611 0.80 1.31 -0.08 -0.215
C -0.8838 -2.7584 -4.9154 -0.17 -0.34 -1.33 -0.402
C -1.0619 -3.6270 -3.8356 -0.64 -1.42 0.49 -0.248
C -0.7251 -3.2819 -2.5493 -0.70 -0.66 -1.45 -0.278
H -1.3017 -0.6330 -0.7486 1.12 -0.55 0.03 0.536
H 0.3479 -1.7843 1.7344 -0.21 -0.25 0.01 0.212
H 0.7943 -3.6994 3.2585 0.20 -0.07 -0.49 0.201
H 1.6234 -5.8328 2.2740 0.15 -0.15 0.02 0.198
H 1.9674 -6.0531 -0.1019 -0.11 0.62 -0.18 0.199
H 1.5842 -4.1197 -1.6601 -0.39 0.16 -0.06 0.239
H 0.6600 -0.2160 -3.2024 -0.49 -0.15 -0.45 0.197
H -0.2291 -0.7966 -5.4808 -0.05 0.05 -0.12 0.182
H -1.0976 -3.0862 -5.9459 0.02 0.25 0.62 0.182
H -1.4751 -4.6213 -4.0524 -0.06 0.33 0.27 0.178
H -0.9956 -3.9200 -1.7243 0.14 -0.18 0.08 0.198
C -4.0608 5.0401 1.9625 -0.13 -0.57 0.34 -0.632
C -2.5775 4.7363 2.1378 0.79 -0.17 0.05 -0.045
O -2.2172 3.2926 1.9450 0.56 0.30 -0.31 -0.841
P -0.7405 2.7852 1.4509 0.61 0.47 0.00 1.674
S 0.2383 1.2071 2.3346 -1.05 0.42 0.01 -0.715
S -0.6710 2.1614 -0.5040 -0.63 1.68 0.83 -0.709
O 0.1215 4.1380 1.8674 -0.26 -1.02 -1.06 -0.844
C 1.5712 4.0762 1.5515 -1.40 -0.03 -0.48 -0.069
C 2.3241 3.8069 2.8055 0.10 0.25 0.52 -0.643
H -4.2403 6.1183 2.2294 0.25 -1.01 -0.36 0.218
H -4.6455 4.4081 2.6732 0.27 0.48 -0.63 0.217
H -4.3803 4.8346 0.9268 -0.01 0.17 0.49 0.221
H -2.2826 4.9856 3.1611 0.10 -0.08 -0.16 0.183
H -1.9709 5.3413 1.4512 -0.16 -0.27 0.17 0.194
H 1.8164 5.0226 1.0825 -0.03 0.32 0.17 0.188
H 1.7080 3.3421 0.7575 0.13 -0.30 0.23 0.210
H 1.8169 3.0587 3.4205 0.24 0.09 -0.24 0.241
H 2.4479 4.7176 3.3922 -0.07 0.04 0.05 0.199
H 3.3030 3.4606 2.5290 0.58 -0.31 0.07 0.220
```
Forces are in eV/Å.

Summary:
DFT total energy = -2227.3831 Eh
spin multiplicity = 2
charge = -1
⟨S²⟩ = 0.760



(4)
This record from the Open Molecules 2025 dataset describes a 3-piece molecular cluster, C18H21ClN2O4 overall in a non-equilibrium geometry. The level of theory is ωB97M-V/def2-TZVPD.

Geometry as XYZ:
```
46
Properties=species:S:1:pos:R:3:forces:R:3:nbo_charge:R:1
C -8.0260 -0.8761 -0.2997 5.36 0.60 -3.88 -0.256
H -7.7333 -1.6058 0.4140 0.16 -0.35 0.67 0.196
O -7.2173 0.4182 -0.2012 -6.85 -3.59 0.00 -0.467
C -5.9640 0.2556 -0.1522 3.10 -1.69 -1.50 0.376
C -5.2278 -1.0419 -0.4263 -3.73 5.24 2.01 -0.335
C -3.9296 -0.8695 -0.1523 1.51 -0.47 -0.01 -0.080
C -3.3071 0.3033 0.1788 0.13 6.17 -1.85 0.189
C -4.0162 1.5953 0.0328 -0.65 0.58 2.66 -0.179
C -5.4256 1.5283 -0.0070 6.63 -4.04 -0.44 -0.285
H -5.9325 2.3461 0.1912 -2.94 3.53 0.51 0.217
H -3.5916 2.7336 0.3379 -0.56 -3.68 -1.20 0.247
O -1.9587 0.4776 -0.0415 -0.48 -6.81 -1.02 -0.494
C -1.1279 1.3872 0.2119 0.16 5.90 6.65 0.067
C 0.3177 1.3091 0.4491 -3.47 -10.45 0.66 0.371
C 0.9278 0.0527 0.6331 -3.58 -0.97 2.75 -0.405
C 2.2421 0.3712 0.7676 2.83 -3.88 -0.91 0.106
N 2.4816 1.4875 0.3224 0.54 6.92 -0.89 -0.165
O 1.1658 2.1126 0.1993 5.04 6.65 -1.99 -0.288
C 3.5594 -0.3664 0.9763 -4.24 -3.39 9.08 0.653
O 3.5337 -0.7607 2.3247 1.49 1.94 -6.85 -0.656
N 4.2414 -0.8821 -0.0264 1.21 -1.81 10.05 -0.401
C 4.0334 -0.3716 -1.1591 2.67 1.24 -11.66 -0.241
H 4.5813 -1.1315 -1.8886 -1.24 1.37 0.69 0.188
C 4.7609 0.9324 -1.4124 4.30 -7.35 -11.92 -0.233
H 4.5048 1.4043 -2.8120 0.29 -1.41 4.36 0.153
H 4.5440 1.6157 -0.8524 -2.21 7.74 6.30 0.152
C 6.3592 0.6387 -1.5510 -1.64 7.62 -1.83 -0.436
C 6.9519 0.3791 -0.2962 -3.13 -6.13 4.52 -0.399
C 6.6521 -1.3370 -0.0866 7.27 3.15 -4.59 -0.426
H 6.8595 -1.7530 -1.1335 -0.61 0.84 0.79 0.181
C 5.4142 -1.6178 0.3787 -4.65 -5.12 0.22 -0.259
H 5.4372 -1.7098 1.3925 -0.53 0.66 3.06 0.258
H 5.2091 -2.7242 0.1641 -0.16 1.03 -0.20 0.197
H 7.5054 -1.8703 0.3818 -0.82 0.51 0.74 0.235
H 7.9500 0.3754 -0.2218 3.77 0.66 0.01 0.207
H 6.4881 0.8870 0.6406 0.67 -0.56 -1.85 0.217
H 6.7412 0.2523 -2.5744 -0.68 0.34 2.19 0.247
H 6.7277 1.8613 -1.3917 -0.88 -2.42 -2.07 0.205
H 3.0697 -0.3477 -1.5409 -2.17 0.00 -0.11 0.230
H 0.3954 -0.7382 1.1450 0.15 -0.32 -0.50 0.236
H -1.2152 2.2336 -0.3140 -0.97 3.39 -2.63 0.165
H -1.6164 2.0855 1.5175 1.30 -1.51 -2.67 0.033
Cl -3.0268 -2.2544 -0.3570 1.85 -1.82 -0.05 0.053
H -5.7505 -1.9705 -0.4151 0.06 -0.38 -0.41 0.242
H -7.9255 -1.2654 -1.4203 0.77 0.38 2.26 0.185
H -8.9752 -0.6700 -0.3950 -5.07 1.69 0.88 0.195
```
Forces are in eV/Å.

Summary:
energy relative to the best compared isomer or geometry (same formula, charge and spin) = 442.7 kcal per mole
spin multiplicity = 1
charge = 0



(5)
This record from the Open Molecules 2025 dataset describes C18H21CoN7O3S3 as an isolated structure. The level of theory is ωB97M-V/def2-TZVPD.

Geometry as XYZ:
```
53
Properties=species:S:1:pos:R:3:forces:R:3:nbo_charge:R:1
Co 0.1153 1.3907 -0.5201 -0.16 0.29 0.20 1.009
C -0.8193 2.5581 -4.4894 0.08 0.07 0.00 -0.680
C -0.7724 2.1430 -3.0588 0.28 0.09 0.06 0.198
N 0.2776 2.2091 -2.3088 -0.29 -0.34 -0.01 -0.257
N 1.4414 2.6756 -2.8063 0.13 0.24 -0.27 -0.450
C 2.4286 2.5635 -1.9451 -0.08 -0.08 0.17 0.310
N 3.6331 3.0259 -2.3312 0.00 0.08 -0.13 -0.783
S 2.3225 1.8580 -0.3687 0.01 -0.11 0.17 -0.303
C -1.9398 1.5489 -2.3948 -0.04 0.00 0.07 0.182
C -3.1839 1.3941 -2.9984 0.16 -0.01 0.06 -0.237
C -4.1969 0.7652 -2.2952 0.05 0.00 0.08 -0.146
C -3.9487 0.3044 -1.0120 0.02 0.00 -0.02 -0.258
C -2.6929 0.5106 -0.4654 -0.08 -0.03 0.04 0.088
N -1.7255 1.1243 -1.1336 0.05 0.06 -0.02 -0.449
H 0.1672 2.8870 -4.8058 -0.05 -0.02 0.02 0.261
H -1.5281 3.3737 -4.6361 -0.05 0.05 -0.01 0.226
H -1.1377 1.7234 -5.1142 -0.01 -0.04 -0.05 0.225
H 3.7329 3.4126 -3.2532 0.02 -0.03 0.01 0.403
H 4.4383 2.8763 -1.7536 -0.03 0.01 0.00 0.406
H -3.3448 1.7533 -4.0034 0.01 0.01 -0.04 0.228
H -5.1694 0.6319 -2.7475 -0.04 -0.01 -0.02 0.223
H -4.7060 -0.2062 -0.4372 -0.03 -0.01 0.02 0.230
H -2.4332 0.1757 0.5304 0.00 0.00 0.03 0.231
O 1.2833 -2.0370 3.1204 -0.11 -0.34 -0.04 -0.964
S 0.1940 -2.1903 2.1839 -0.08 -0.01 -0.15 2.306
O -1.1037 -2.4408 2.7597 -0.01 -0.05 -0.07 -0.953
N 0.1367 -0.9369 1.1525 0.00 -0.06 0.40 -0.908
C 0.4296 -1.3144 -0.0810 0.01 0.09 -0.28 0.617
O 0.4505 -0.5290 -1.0520 0.15 -0.37 -0.28 -0.700
C 0.7201 -2.7750 -0.2383 -0.01 -0.04 -0.06 -0.058
C 1.0535 -3.4735 -1.3865 -0.04 0.13 0.11 -0.182
C 1.2686 -4.8396 -1.2728 0.01 -0.02 -0.03 -0.204
C 1.1523 -5.4828 -0.0450 -0.01 -0.02 0.05 -0.197
C 0.8199 -4.7783 1.1065 0.02 -0.08 -0.01 -0.173
C 0.6100 -3.4248 0.9747 -0.03 0.18 -0.03 -0.326
H 1.1415 -2.9570 -2.3319 0.00 0.02 -0.02 0.233
H 1.5312 -5.4162 -2.1490 0.01 -0.02 -0.03 0.217
H 1.3249 -6.5480 0.0139 0.01 -0.05 0.01 0.218
H 0.7296 -5.2712 2.0624 0.00 -0.05 0.07 0.231
C 2.2214 0.7992 3.4928 0.20 -0.03 0.17 -0.449
N 1.3578 1.7171 2.7710 0.02 0.11 -0.21 -0.586
C 0.0365 1.7337 2.6645 -0.01 0.15 -0.05 0.404
S -0.6749 2.6612 1.3876 -0.12 0.04 -0.22 -0.358
N -0.8058 1.1452 3.5048 -0.14 -0.08 -0.16 -0.571
C -0.6006 0.2764 4.6479 0.08 -0.13 0.29 -0.430
H 3.2213 0.9249 3.0829 0.01 -0.02 0.01 0.217
H 1.9146 -0.2368 3.3482 0.11 0.25 0.08 0.263
H 2.2619 1.0402 4.5568 0.07 0.02 -0.04 0.188
H 1.8022 2.2484 2.0338 -0.06 0.02 0.07 0.434
H -1.7629 1.2388 3.2003 0.08 0.00 -0.01 0.415
H 0.4373 0.2639 4.9572 -0.13 0.01 0.00 0.218
H -0.9039 -0.7444 4.4063 0.03 0.11 0.04 0.239
H -1.2051 0.6477 5.4766 0.03 -0.02 0.01 0.201
```
Forces are in eV/Å.

Summary:
energy relative to the best compared isomer or geometry (same formula, charge and spin) = 0.0 kcal per mole
spin multiplicity = 2
charge = 0
⟨S²⟩ = 0.804



no.,molecular weight (g mol⁻¹)
1,510.40
2,495.42
3,421.48
4,364.83
5,538.55